[1]
73
Properties=species:S:1:pos:R:3:forces:R:3 method="wB97M-V/def2-TZVPD" total_charge=+1 total_energy_ha=-2370.17811 homo_lumo_gap_ha=0.2201
N 1.12963 1.89946 0.64056 -0.43 3.60 -0.09
B 0.58821 2.93956 -0.30140 0.97 -2.15 -1.42
O 0.92751 2.87524 -1.67876 -0.77 -0.03 2.30
C -0.37561 4.15749 0.25795 1.46 1.80 0.55
C 0.41126 5.32317 0.84691 -5.43 0.80 0.59
C -0.54395 6.37555 1.38702 0.47 -3.56 -1.79
C -2.00825 6.06991 1.23226 -0.11 1.08 0.52
N -2.64828 5.00037 0.64022 3.47 2.73 1.75
N -1.75367 4.12904 0.20100 1.35 -1.50 -1.00
C -2.40543 2.92467 -0.44656 -1.95 -1.26 -0.54
O -2.38316 1.76443 0.44245 1.70 2.03 -1.38
O -3.65703 1.60401 0.94131 -1.89 -0.02 1.00
H 2.16512 1.98282 0.61527 -0.71 -0.71 -0.10
H 0.85196 2.25462 1.57732 0.36 -0.98 -0.45
H 1.37783 2.02884 -1.90162 -0.13 0.72 0.24
H 1.53445 5.36967 0.89460 -1.49 -0.15 -0.14
H -0.19723 7.32378 1.88816 -0.58 -1.23 -0.67
H -2.72319 6.84815 1.67294 1.07 -1.33 -0.82
H -3.52808 3.10635 -0.61382 1.85 0.38 0.41
H -1.99997 2.70276 -1.48166 0.33 0.18 1.59
H -3.77694 2.18930 1.72969 0.62 -0.45 -0.57
O -6.08413 -3.68385 5.24710 3.12 2.30 2.25
P -4.93354 -3.29522 4.31250 -3.72 -4.05 -7.35
O -5.88257 -2.53650 3.17667 0.39 0.52 0.57
C -6.67025 -1.42591 3.58725 -0.29 0.17 0.02
C -5.81953 -0.18656 3.79689 0.06 0.17 -0.10
O -4.78467 -4.80170 3.62658 0.90 0.52 0.83
C -4.96296 -5.96226 4.43822 -0.39 -0.46 0.09
C -6.33644 -6.56324 4.20181 -0.16 -0.05 -0.19
O -3.54343 -2.84238 3.43304 -0.01 0.89 3.97
C -3.44901 -3.04056 2.02178 -0.09 0.11 -0.90
C -3.58955 -1.72372 1.28233 -0.31 0.22 0.04
H -7.22852 -1.66328 4.49589 0.08 -0.10 -0.02
H -7.40445 -1.23926 2.79969 0.10 -0.14 -0.03
H -4.99695 -0.38163 4.49169 -0.08 0.03 0.07
H -6.42600 0.63276 4.19057 0.02 -0.07 0.04
H -5.37430 0.14109 2.85458 0.02 -0.06 0.02
H -4.80909 -5.73112 5.49516 -0.12 0.04 -0.12
H -4.19219 -6.68740 4.15742 0.00 0.20 -0.09
H -7.12407 -5.80757 4.24718 0.17 0.01 0.19
H -6.55537 -7.33821 4.93902 0.03 0.00 -0.05
H -6.38985 -7.00654 3.20352 0.05 -0.02 0.10
H -4.17475 -3.76259 1.64575 0.02 0.05 0.29
H -2.45356 -3.45089 1.83261 -0.02 -0.05 0.31
H -4.63540 -1.41535 1.22896 0.07 -0.06 0.05
H -3.22911 -1.81618 0.25405 0.09 -0.07 0.09
H -3.04089 -0.92408 1.78588 0.11 -0.15 -0.08
O 4.05751 0.64035 -2.60618 -2.85 0.61 -3.60
P 4.99918 0.63805 -3.82071 8.26 -1.25 5.08
O 5.76073 -0.77538 -3.39733 -0.79 -0.09 -0.53
C 4.98050 -1.96330 -3.30252 -0.13 -0.42 0.09
C 4.61123 -2.49827 -4.67341 0.13 -0.10 -0.08
O 6.05176 1.74007 -3.15317 -0.87 0.71 -0.78
C 5.53597 2.83194 -2.39715 0.09 0.08 0.43
C 5.69482 2.56412 -0.91095 0.14 -0.12 0.17
O 5.97181 0.70148 -5.21765 -4.34 0.60 -0.63
C 7.38844 0.50538 -5.15979 1.03 -0.48 0.02
C 7.76797 -0.85575 -5.71013 -0.19 -0.35 0.15
H 4.08143 -1.78814 -2.70674 0.06 0.12 0.01
H 5.57989 -2.70378 -2.76757 0.08 0.17 -0.01
H 4.11591 -1.73271 -5.27901 -0.09 -0.04 0.04
H 3.94588 -3.35972 -4.58240 0.00 0.08 0.00
H 5.50224 -2.81312 -5.21930 -0.07 0.04 0.01
H 4.49200 3.03085 -2.65405 0.07 -0.10 0.07
H 6.10509 3.72615 -2.67134 0.03 -0.18 -0.08
H 5.34058 1.56721 -0.63748 -0.12 0.10 -0.16
H 5.14700 3.30275 -0.32030 0.07 0.06 0.00
H 6.75006 2.60559 -0.62842 -0.10 0.07 -0.01
H 7.79254 0.63076 -4.15467 -0.30 0.04 -0.06
H 7.83340 1.28052 -5.78894 -0.33 0.12 0.03
H 7.57038 -1.64192 -4.97902 0.00 0.10 -0.02
H 8.83520 -0.89441 -5.94326 -0.07 0.14 -0.04
H 7.19390 -1.09578 -6.60850 0.14 0.16 -0.02

***

[2]
49
Properties=species:S:1:pos:R:3:forces:R:3 method="wB97M-V/def2-TZVPD" total_charge=0 total_energy_ha=-1799.25430 e_above_lowest_kcal_mol=51.1 homo_lumo_gap_ha=0.1214
C -4.36172 1.66212 2.73260 -0.12 -0.18 0.02
C -3.22160 2.65837 2.71102 -0.25 -0.50 0.06
O -2.03940 1.82584 2.66378 0.05 0.35 -0.10
C -0.81370 2.42483 2.58124 -1.42 0.92 0.00
S 0.47664 1.38984 2.38030 0.92 -0.89 -0.12
S -0.77466 4.08865 2.68769 0.56 0.22 -0.05
H -5.31852 2.18756 2.72982 -0.01 -0.03 0.01
H -4.31649 1.00578 1.85713 -0.03 0.11 0.09
H -4.30724 1.03208 3.62641 -0.03 0.10 -0.11
H -3.30004 3.30440 1.82076 0.33 -0.17 0.36
H -3.25436 3.29266 3.61294 0.32 -0.22 -0.41
C -3.50482 -1.79095 -3.08194 0.30 0.16 0.17
C -2.50872 -2.72757 -2.78060 0.01 0.12 0.09
C -1.30422 -2.31730 -2.20952 -0.05 0.28 -0.02
C -1.03857 -0.94442 -2.01899 -0.46 -0.17 -0.23
C 0.22180 -0.49066 -1.41355 0.81 -0.13 0.42
C 0.74943 -1.16491 -0.29792 -0.58 -0.11 -0.63
C 1.97085 -0.88914 0.30181 -0.17 0.06 0.16
C 2.49292 -1.56808 1.45716 0.25 -0.46 0.69
C 3.73124 -1.16729 2.03441 -0.43 0.00 -0.34
C 4.22406 -1.78761 3.17756 -0.09 -0.06 -0.05
C 3.50805 -2.83283 3.77927 -0.01 0.38 -0.43
C 2.30020 -3.25869 3.21467 -0.09 0.08 -0.26
C 1.79816 -2.64364 2.06937 0.19 0.11 0.14
C 0.91943 0.65541 -2.01034 0.12 0.54 -0.45
C 1.40480 1.72015 -1.22670 -0.13 -0.16 0.22
C 2.03720 2.80976 -1.82510 0.06 -0.13 -0.32
C 2.26525 2.81349 -3.20645 -0.13 -0.17 0.20
C 1.82435 1.74261 -3.99809 -0.06 -0.02 0.26
C 1.12274 0.69455 -3.41182 -0.11 -0.12 0.17
C -2.02839 -0.00226 -2.38834 0.29 -0.14 0.16
C -3.26625 -0.42752 -2.86257 0.10 -0.27 -0.03
H -4.46722 -2.12227 -3.47684 0.32 0.10 0.10
H -2.67779 -3.78655 -2.97943 0.03 0.30 0.10
H -0.53733 -3.04787 -1.94225 -0.26 0.18 -0.13
H 0.12927 -1.97813 0.08659 0.22 0.39 0.04
H 2.61095 -0.12265 -0.13437 -0.16 -0.12 0.07
H 4.28154 -0.35002 1.55872 -0.16 -0.25 0.25
H 5.17146 -1.45540 3.60515 -0.31 -0.10 -0.12
H 3.89475 -3.30654 4.68152 -0.13 0.11 -0.25
H 1.74648 -4.07697 3.67581 0.14 0.24 -0.15
H 0.85790 -2.98925 1.63510 0.32 0.09 0.30
H 1.24217 1.68902 -0.14147 -0.06 0.23 -0.33
H 2.35972 3.65123 -1.20917 -0.10 -0.30 -0.17
H 2.78806 3.65095 -3.67022 -0.15 -0.22 0.13
H 2.02594 1.72558 -5.07085 -0.10 0.05 0.34
H 0.76579 -0.14222 -4.02047 0.09 0.34 0.17
H -1.83007 1.06226 -2.24378 -0.06 -0.34 -0.01
H -4.05004 0.30358 -3.06005 0.25 -0.18 -0.02

***

[3]
14
Properties=species:S:1:pos:R:3:forces:R:3 method="wB97M-V/def2-TZVPD" total_charge=+1 total_energy_ha=-249.58749 e_above_lowest_kcal_mol=149.1 homo_lumo_gap_ha="0.3116 / 0.3116"
C -0.61093 -0.18156 0.07030 -1.08 1.73 -1.71
C -0.90941 0.09467 -1.17113 2.55 -0.14 0.20
C -0.18183 -0.89027 1.09671 -0.13 0.51 2.03
C 1.14209 -0.16398 1.27352 0.43 -0.80 0.96
C 0.16768 0.45130 -2.24737 -1.10 -3.18 0.59
N 0.18151 -0.01870 2.41130 0.20 0.35 -1.60
H -1.92385 0.05784 -1.50632 -0.63 0.10 -0.05
H -0.48559 -1.90113 1.16412 0.57 -1.23 0.74
H 1.44862 0.73549 0.74365 -0.24 -0.07 0.07
H 0.12594 1.46204 -2.31752 0.37 3.20 -0.34
H -0.28984 0.06585 -3.13960 -0.03 -0.10 -0.70
H 1.19159 0.02759 -2.22468 -0.75 0.31 0.80
H -0.21364 0.92789 2.64400 -0.05 -1.35 -0.28
H 0.35765 -0.66702 3.20301 -0.10 0.67 -0.69

***

[4]
20
Properties=species:S:1:pos:R:3:forces:R:3 method="wB97M-V/def2-TZVPD" total_charge=+1 total_energy_ha=-290.55606 e_above_lowest_kcal_mol=12.0 homo_lumo_gap_ha=0.4506
C 0.44604 1.17012 -0.24233 -0.60 -0.74 -0.88
C 1.02747 0.20721 0.77132 0.49 0.88 0.37
C 0.26678 0.15148 2.08988 -0.65 0.27 0.47
C -1.02135 -0.66487 2.01358 -0.32 -1.19 0.45
N -0.73885 0.53338 -0.95090 -1.22 -0.91 -0.02
H 0.07887 2.06586 0.24669 -0.05 0.14 -0.04
H 1.09737 1.43940 -1.07055 0.36 0.06 0.29
H 1.12034 -0.79791 0.36408 0.30 -0.03 -0.14
H 2.01177 0.63906 0.97601 0.15 -0.45 -0.05
H 0.90710 -0.18779 2.90339 0.12 -0.40 -0.27
H -0.01041 1.15435 2.43371 0.16 0.11 -0.27
H -1.92562 -0.08116 1.83776 0.05 0.09 -0.36
H -1.26816 -1.23054 2.91878 0.26 0.51 0.29
H -0.95185 -1.52528 1.32995 0.01 0.42 -0.40
H -1.30339 -0.02077 -0.29771 0.11 0.24 0.23
H -0.58515 -0.13531 -1.76398 1.09 0.53 0.48
H -1.37510 1.20905 -1.34091 -0.29 0.70 -0.06
H 0.55056 -1.84571 -2.42931 0.16 0.03 -0.46
H 0.85422 -0.78400 -3.55823 -0.38 -0.43 0.43
O 0.17644 -1.10918 -2.93378 0.25 0.17 -0.06

***

[5]
69
Properties=species:S:1:pos:R:3:forces:R:3 method="wB97M-V/def2-TZVPD" total_charge=+4 total_energy_ha=-4492.80562 e_above_lowest_kcal_mol=24.8 homo_lumo_gap_ha=0.0950
Pd 0.23565 1.02962 1.36996 0.01 -0.02 -0.05
Se 6.24119 -2.67772 4.09508 0.03 -0.02 0.02
N 6.01378 -1.04157 3.46392 -0.03 0.01 -0.01
C 4.75436 -0.93601 3.11749 0.06 0.04 0.01
C 4.18163 0.27340 2.54528 -0.03 -0.01 -0.01
C 4.90804 1.44390 2.30584 0.01 -0.01 0.01
C 4.25739 2.53352 1.76877 -0.01 0.02 -0.02
C 2.90446 2.44419 1.46342 0.02 0.01 -0.02
N 2.20560 1.32831 1.66756 -0.01 0.01 0.06
C 2.82929 0.25727 2.21967 0.06 0.02 0.02
C 2.00812 -0.90756 2.45265 -0.01 -0.07 0.00
N 0.70281 -0.79307 2.10842 -0.11 0.10 -0.06
C -0.09730 -1.85213 2.22963 0.10 -0.01 0.01
C 0.36069 -3.06121 2.73891 -0.04 0.00 -0.01
C 1.67775 -3.17962 3.12939 0.03 -0.02 0.03
C 2.53300 -2.08429 2.97902 -0.03 0.04 -0.03
C 3.94518 -2.09676 3.32772 -0.01 -0.06 0.03
N 4.55241 -3.13741 3.84324 -0.03 0.02 -0.02
H 5.96181 1.47540 2.55300 0.00 0.00 0.00
H 4.77960 3.46068 1.58007 0.00 0.00 0.01
H 2.37571 3.29235 1.05533 -0.01 -0.02 0.00
H -1.11604 -1.73790 1.89203 -0.01 -0.01 0.04
H -0.32156 -3.89560 2.81786 0.00 0.00 0.00
H 2.06690 -4.10364 3.53855 0.00 0.00 -0.01
C -5.30823 0.22426 2.10468 0.05 0.02 -0.01
N -3.95943 0.44079 1.55074 -0.07 0.04 -0.01
C -2.76727 0.47034 2.14663 0.05 0.09 0.03
N -1.82967 0.68033 1.22499 0.08 -0.07 -0.09
C -2.52761 0.75566 0.05705 -0.15 0.10 0.03
N -3.81881 0.63205 0.21982 0.09 -0.08 -0.01
C -6.11950 1.50926 2.12050 0.01 -0.03 0.05
C -6.62119 2.03381 3.33474 -0.02 -0.02 0.00
C -7.26379 3.27507 3.42988 0.00 -0.02 0.00
C -7.32905 4.07577 2.32270 0.00 0.00 -0.01
C -6.85667 3.54954 1.07210 -0.02 -0.04 0.05
C -6.35965 2.20540 0.96874 0.02 0.02 -0.02
C -6.50197 4.41690 0.07672 0.00 0.10 0.00
N -6.16113 5.77280 0.31189 -0.02 -0.02 -0.01
N -5.31688 6.10476 -0.55032 0.02 -0.01 -0.02
C -5.20200 5.03857 -1.48712 -0.04 0.08 0.07
O -6.02571 4.04716 -1.12948 -0.01 -0.07 -0.03
C -4.29066 4.94468 -2.50888 0.03 0.00 -0.07
C -4.41964 4.02285 -3.59196 0.00 0.00 0.01
C -3.31249 3.75254 -4.34220 -0.01 -0.01 -0.01
C -2.05919 4.23039 -3.91046 0.01 0.00 0.01
C -1.90484 5.06542 -2.79789 0.04 -0.01 -0.02
C -0.54478 5.31192 -2.17775 -0.01 -0.06 0.01
N -0.44850 4.47895 -0.96202 0.00 0.04 -0.03
C 0.19027 3.33039 -0.75172 0.00 -0.08 0.01
N -0.11715 2.88409 0.46533 -0.07 -0.04 0.10
C -0.96462 3.83199 0.95959 0.02 0.07 -0.07
N -1.19399 4.80366 0.11581 0.00 -0.05 0.02
C -3.03915 5.56254 -2.19402 -0.01 0.02 0.02
H -5.19782 -0.17486 3.11088 0.02 -0.01 0.00
H -5.78276 -0.53915 1.48889 -0.01 0.00 0.00
H -2.60064 0.35177 3.20616 -0.03 -0.04 0.01
H -2.06905 0.89034 -0.90809 0.01 -0.01 -0.01
H -6.50206 1.45187 4.24357 0.00 0.00 0.00
H -7.64886 3.61346 4.38238 0.00 0.00 0.00
H -7.72650 5.08218 2.36937 0.00 0.00 0.00
H -6.04967 1.81680 0.00773 0.01 0.00 -0.01
H -5.38544 3.59553 -3.83105 0.00 0.00 0.00
H -3.37654 3.12917 -5.22388 0.00 0.00 0.00
H -1.17715 3.92216 -4.46324 0.00 0.00 0.00
H -0.40030 6.34878 -1.88020 -0.01 0.00 0.02
H 0.26252 5.02585 -2.84892 0.01 0.01 0.01
H 0.84816 2.85178 -1.46095 0.02 0.02 0.00
H -1.38587 3.79974 1.95080 0.00 0.01 0.00
H -2.98132 6.29025 -1.39366 0.00 0.01 0.00

***

The records above yield largest force on an atom values of 9.8, 1.7, 3.4, 1.5, 0.2 eV/Å, respectively.